{"formula": "H13O6S", "method": "ωB97M-V/def2-TZVPD", "species": ["S", "H", "H", "H", "O", "H", "H", "O", "H", "H", "O", "H", "H", "O", "H", "H", "O", "H", "H", "O"], "positions_angstrom": [[0.989, 0.481, 0.652], [1.944, 0.899, 1.630], [-0.265, 2.754, -0.714], [-0.679, 2.845, 0.735], [-1.066, 2.831, -0.157], [-1.218, -1.676, 1.490], [-0.580, -2.937, 1.823], [-1.254, -2.577, 1.215], [-2.433, -0.466, -0.137], [-1.903, 0.937, -0.298], [-2.462, 0.244, -0.735], [1.096, -1.191, -0.933], [1.712, -1.369, -2.240], [1.174, -1.940, -1.531], [1.347, -0.681, 3.151], [0.795, -0.926, 2.023], [0.969, -1.523, 2.817], [1.029, 1.330, -2.318], [-0.063, 1.582, -3.177], [0.868, 1.382, -3.297]], "charge": -1, "total_energy_ev": -23332.74193, "mol_weight_g_mol": 141.165, "largest_force_ev_per_a": 4.25, "lumo_ev": 3.2, "e_above_lowest_kj_mol": 164.8, "spin_multiplicity": 1}


{"formula": "H14NO5", "method": "ωB97M-V/def2-TZVPD", "species": ["N", "H", "H", "H", "H", "O", "H", "H", "O", "H", "H", "O", "H", "H", "O", "H", "H", "O", "H", "H"], "positions_angstrom": [[-6.860, -15.349, -9.014], [-7.353, -15.812, -9.764], [-7.300, -15.629, -8.149], [-6.966, -14.355, -9.159], [-5.908, -15.686, -8.981], [-6.813, -17.221, -11.311], [-7.643, -17.517, -11.685], [-6.146, -17.730, -11.771], [-4.028, -15.685, -8.924], [-3.912, -14.805, -8.565], [-4.043, -16.257, -8.156], [-7.417, -12.715, -9.705], [-7.150, -11.876, -10.080], [-8.346, -12.791, -9.924], [-9.169, -15.477, -10.689], [-9.236, -15.252, -11.617], [-9.907, -15.025, -10.279], [-7.058, -16.031, -6.404], [-7.249, -15.414, -5.697], [-7.519, -16.832, -6.154]], "charge": 1, "total_energy_ev": -11949.79970, "mol_weight_g_mol": 108.114, "largest_force_ev_per_a": 1.13, "lumo_ev": -2.9, "e_above_lowest_kj_mol": 60.1, "spin_multiplicity": 1}